This record from OMol25 describes 9 unconnected molecules or ions with the total composition C59H117Cl7N6O6. The level of theory is wB97M-V/def2-TZVPD.

Properties
- F_max (Eh/bohr) = 0.13300
- LUMO level (alpha / beta) (eV) = 0.442 / -0.667
- <S²> = 12.03
- HOMO level (alpha / beta) (eV) = -8.731 / -9.531
- multiplicity = 7
- net charge = 0
- frontier orbital gap (alpha / beta) (eV) = 9.2 / 8.9

Positions of all 195 atoms, in Å:
C: 20.189 -11.538 16.215
C: 20.240 -11.012 17.609
C: 18.771 -10.942 18.051
C: 18.570 -10.643 19.582
C: 19.299 -11.667 20.398
C: 20.763 -11.902 19.998
N: 21.015 -11.967 18.527
O: 22.380 -12.168 18.088
C: 21.534 -10.780 20.607
C: 21.061 -13.224 20.733
C: 20.780 -9.539 17.575
H: 20.227 -12.627 16.259
H: 21.059 -11.289 15.606
H: 19.301 -11.260 15.649
H: 18.179 -10.266 17.434
H: 18.383 -11.942 17.852
H: 17.505 -10.606 19.814
H: 18.947 -9.638 19.773
H: 18.740 -12.603 20.395
H: 19.123 -11.271 21.398
H: 22.467 -10.451 20.150
H: 20.990 -9.837 20.557
H: 21.760 -10.967 21.657
H: 20.550 -13.278 21.694
H: 20.623 -14.048 20.169
H: 22.125 -13.421 20.862
H: 20.040 -9.056 16.937
H: 21.766 -9.533 17.110
H: 20.721 -8.979 18.509
C: 17.072 -14.360 15.015
C: 17.212 -13.919 13.482
C: 18.726 -13.797 13.202
C: 19.489 -15.064 13.168
C: 18.882 -15.875 12.050
C: 17.400 -16.086 12.150
N: 16.663 -14.831 12.507
O: 15.175 -15.031 12.725
C: 17.093 -16.652 10.764
C: 17.137 -17.273 13.151
C: 16.717 -12.509 13.210
H: 17.978 -14.023 15.520
H: 17.202 -15.433 15.161
H: 16.116 -14.079 15.455
H: 18.877 -13.304 12.241
H: 19.285 -13.279 13.981
H: 19.443 -15.586 14.124
H: 20.481 -14.729 12.868
H: 19.354 -16.850 12.170
H: 19.180 -15.465 11.085
H: 16.121 -17.145 10.781
H: 17.103 -15.846 10.030
H: 17.880 -17.359 10.501
H: 16.939 -18.208 12.627
H: 18.021 -17.372 13.781
H: 16.307 -17.171 13.851
H: 17.183 -11.839 13.932
H: 15.640 -12.571 13.367
H: 16.897 -12.269 12.162
C: 21.719 -8.863 13.327
C: 21.831 -9.308 11.880
C: 22.786 -8.248 11.163
C: 23.108 -8.738 9.735
C: 23.978 -9.879 9.940
C: 23.220 -11.068 10.584
N: 22.424 -10.687 11.789
O: 21.766 -11.826 12.552
C: 22.400 -11.773 9.524
C: 24.494 -11.971 10.882
C: 20.398 -9.201 11.273
H: 21.480 -9.617 14.077
H: 21.174 -7.932 13.484
H: 22.667 -8.573 13.779
H: 22.352 -7.255 11.041
H: 23.668 -7.952 11.730
H: 23.528 -7.969 9.087
H: 22.206 -8.987 9.175
H: 24.787 -9.571 10.603
H: 24.369 -10.051 8.937
H: 21.660 -11.085 9.115
H: 22.996 -12.267 8.756
H: 21.895 -12.582 10.051
H: 25.199 -11.413 11.498
H: 24.088 -12.840 11.400
H: 24.862 -12.432 9.965
H: 19.723 -9.798 11.887
H: 20.361 -9.519 10.231
H: 20.033 -8.180 11.163
C: 16.955 -7.950 21.862
C: 16.454 -6.615 21.266
C: 17.308 -5.448 21.928
C: 17.339 -4.144 21.193
C: 17.657 -4.314 19.724
C: 16.737 -5.351 19.041
N: 16.667 -6.697 19.808
O: 15.873 -7.686 19.143
C: 15.335 -4.691 18.839
C: 17.467 -5.498 17.607
C: 15.043 -6.392 21.695
H: 18.023 -8.160 21.796
H: 16.556 -8.863 21.420
H: 16.579 -8.124 22.870
H: 17.130 -5.471 23.003
H: 18.345 -5.776 22.007
H: 17.957 -3.427 21.732
H: 16.334 -3.747 21.334
H: 18.704 -4.614 19.664
H: 17.557 -3.322 19.284
H: 14.667 -5.394 18.343
H: 14.931 -4.229 19.740
H: 15.525 -3.836 18.190
H: 18.484 -5.862 17.752
H: 16.877 -6.264 17.104
H: 17.715 -4.745 16.860
H: 14.767 -5.353 21.514
H: 14.909 -6.602 22.756
H: 14.302 -7.002 21.178
C: 13.058 -3.222 13.984
C: 12.301 -4.083 14.894
C: 10.846 -4.024 14.316
C: 9.894 -5.120 14.879
C: 10.538 -6.487 14.719
C: 12.013 -6.671 15.230
N: 12.819 -5.480 14.859
O: 14.255 -5.635 15.224
C: 11.821 -6.776 16.752
C: 12.430 -8.016 14.616
C: 12.412 -3.346 16.268
H: 12.641 -2.216 14.033
H: 13.059 -3.650 12.981
H: 14.117 -3.188 14.237
H: 10.408 -3.095 14.683
H: 10.832 -4.144 13.232
H: 8.943 -5.008 14.359
H: 9.674 -4.897 15.923
H: 10.657 -6.687 13.654
H: 9.974 -7.317 15.144
H: 11.294 -7.706 16.966
H: 12.807 -6.862 17.208
H: 11.224 -6.047 17.300
H: 12.836 -7.953 13.607
H: 13.288 -8.404 15.163
H: 11.587 -8.705 14.682
H: 12.367 -2.263 16.380
H: 13.275 -3.602 16.882
H: 11.634 -3.778 16.898
C: 12.822 -11.299 16.424
C: 13.316 -11.464 17.852
C: 12.359 -10.440 18.573
C: 12.507 -10.422 20.087
C: 12.342 -11.841 20.638
C: 13.362 -12.802 19.968
N: 13.157 -12.783 18.480
O: 14.115 -13.710 17.907
C: 14.728 -12.527 20.634
C: 12.913 -14.201 20.597
C: 14.690 -10.828 17.649
H: 13.424 -11.831 15.687
H: 12.811 -10.291 16.009
H: 11.901 -11.799 16.123
H: 12.623 -9.417 18.304
H: 11.359 -10.755 18.274
H: 11.646 -9.839 20.414
H: 13.424 -9.883 20.325
H: 11.292 -12.134 20.612
H: 12.630 -11.706 21.680
H: 14.779 -12.627 21.718
H: 15.523 -13.107 20.165
H: 14.971 -11.465 20.601
H: 13.667 -14.933 20.308
H: 12.778 -14.181 21.679
H: 11.960 -14.505 20.166
H: 15.492 -11.331 17.108
H: 14.962 -10.469 18.641
H: 14.681 -9.908 17.065
Cl: 12.333 -4.583 9.147
C: 13.672 -5.633 9.437
C: 13.380 -6.379 10.802
Cl: 11.917 -7.397 10.721
H: 14.599 -5.063 9.503
H: 13.768 -6.245 8.540
H: 13.235 -5.673 11.620
H: 14.293 -6.965 10.910
Cl: 16.597 -7.452 12.118
C: 16.389 -8.691 13.343
C: 17.101 -8.321 14.636
Cl: 18.812 -8.267 14.442
H: 16.737 -9.611 12.873
H: 15.309 -8.833 13.346
H: 16.960 -9.095 15.390
H: 16.833 -7.335 15.013
C: 12.652 -11.080 10.870
Cl: 13.877 -10.591 12.028
Cl: 11.092 -11.332 11.743
Cl: 13.327 -12.532 10.038
H: 12.498 -10.263 10.165

Atom charges from the Mulliken analysis, given in e for atoms 1 to 6: atom 1 (C): -2.180, atom 2 (C): 2.369, atom 3 (C): -1.314, atom 4 (C): 0.715, atom 5 (C): -1.831, atom 6 (C): 2.134